1.
Computed, not measured: 2 unconnected molecules or ions with the total composition C25H20F3NO2 in a non-equilibrium geometry, with ωB97M-V/def2-TZVPD.

The geometry in XYZ format:
```
51
Properties=species:S:1:pos:R:3:forces:R:3:lowdin_charge:R:1
C -3.55027 -1.32830 4.09828 -0.25 0.21 0.24 -0.06
C -2.94657 -2.29764 3.12378 0.00 0.25 0.11 -0.22
O -1.67249 -1.73080 2.72519 -0.41 -0.96 -0.38 -0.02
C -1.09022 -2.47280 1.75471 -0.88 -0.25 -0.47 -0.47
C 0.23609 -1.96580 1.41849 -1.10 0.07 -0.13 -0.14
C 1.22259 -2.83075 0.84071 0.98 -0.35 -0.96 -0.18
C 0.85592 -4.02236 0.16316 0.17 0.12 0.10 -0.01
C 1.82778 -4.83637 -0.40862 0.22 0.26 0.09 -0.08
C 3.17995 -4.47505 -0.34704 -0.09 0.06 0.19 -0.09
C 3.55549 -3.30532 0.32484 -0.14 0.01 -0.08 -0.08
C 2.59411 -2.47094 0.88821 -0.35 -0.21 -0.10 -0.02
C 0.59210 -0.80037 2.09097 1.37 3.10 1.70 -0.23
N 0.90799 0.21514 2.59639 -0.58 -2.15 -1.02 0.18
O -1.68321 -3.40585 1.21223 0.64 0.91 0.57 0.06
H -4.47098 -1.76394 4.49408 0.03 0.11 0.06 0.08
H -2.87268 -1.11173 4.93249 -0.14 -0.08 -0.19 0.09
H -3.80594 -0.38543 3.59903 0.10 -0.16 0.14 0.07
H -2.77002 -3.28913 3.57225 -0.06 0.35 -0.24 0.14
H -3.58916 -2.41544 2.23925 0.26 -0.09 0.27 0.12
H -0.19847 -4.28908 0.11714 0.45 0.00 -0.02 0.10
H 1.52580 -5.76648 -0.89141 0.11 0.28 0.04 0.10
H 3.93998 -5.10567 -0.81212 -0.22 0.16 0.20 0.10
H 4.60737 -3.03484 0.42396 -0.26 -0.08 -0.16 0.10
H 2.88247 -1.53698 1.37997 -0.06 -0.37 -0.11 0.11
F -4.55494 3.74039 2.07236 -0.42 -0.80 -0.78 0.12
C -5.00076 2.78552 1.19629 -0.73 0.58 0.24 -0.51
F -5.94356 2.04655 1.85248 0.75 0.68 -0.56 0.12
F -5.64017 3.45143 0.17679 0.46 -0.51 0.97 0.12
C -3.87586 1.94618 0.66168 -0.09 -0.08 0.22 -0.11
C -3.96903 0.55571 0.67100 -0.06 0.24 0.00 0.00
C -2.90345 -0.19855 0.22167 0.58 -0.08 -0.12 0.01
C -1.68834 0.41863 -0.19201 -1.40 0.79 0.54 -0.16
C -0.54791 -0.39079 -0.45111 0.37 -1.56 -0.59 0.04
C 0.70513 0.13919 -0.91332 1.07 0.12 0.13 -0.21
C 1.44159 -0.55801 -1.90470 -0.30 0.04 0.29 -0.01
C 2.60303 -0.01646 -2.43734 0.15 0.11 0.07 -0.07
C 3.09639 1.21060 -1.97018 -0.32 -0.17 0.09 -0.07
C 2.41933 1.88621 -0.94770 0.03 -0.26 0.03 -0.06
C 1.26935 1.33428 -0.38863 -0.32 0.00 -0.14 -0.05
C -1.71085 1.83680 -0.35112 0.47 -0.34 0.29 0.02
C -2.76563 2.59162 0.12463 -0.08 -0.18 -0.10 0.01
H -4.86710 0.07788 1.05280 0.15 0.06 -0.15 0.13
H -3.00039 -1.28585 0.17312 0.21 0.28 0.21 0.12
H -0.74574 -1.45532 -0.62071 0.02 0.56 -0.51 0.12
H 1.05639 -1.51914 -2.25491 0.15 0.31 0.03 0.12
H 3.13262 -0.55746 -3.22266 -0.11 0.16 0.25 0.11
H 4.01906 1.62311 -2.38256 -0.33 -0.10 0.07 0.11
H 2.79185 2.84298 -0.57500 -0.04 -0.39 -0.05 0.11
H 0.79172 1.81356 0.47163 0.24 -0.17 -0.41 0.10
H -0.87904 2.35086 -0.83406 -0.24 -0.25 0.26 0.11
H -2.72572 3.67872 0.09356 -0.05 -0.24 -0.10 0.13
```
Forces are in eV/Å.

Results
* highest occupied orbital energy: -7.44 eV
* energy above the lowest of the compared OMol25 structures with the same formula, charge and spin: 0.00 kcal per mole

2.
Computed, not measured: a molecular structure, C25H20F5OP2ReS2Se4Te, with ωB97M-V/def2-TZVPD.

The geometry in XYZ format:
```
61
Properties=species:S:1:pos:R:3:forces:R:3:lowdin_charge:R:1
Re 1.11817 -2.47904 -1.78155 0.37 -0.10 0.58 0.84
S 0.38984 -3.18904 0.57133 0.04 0.09 -0.14 0.35
P 0.13720 -1.19340 0.56127 0.16 0.07 0.07 0.49
C 0.14326 -0.87313 -1.15150 -0.10 -0.16 -0.35 -0.76
P -0.41315 0.59611 -1.98495 0.06 0.12 0.35 0.44
S 0.05391 0.76834 -3.88283 -0.02 0.01 -0.11 0.25
C 0.26331 2.00907 -1.04533 -0.03 0.04 -0.01 -0.35
C 1.37088 2.68334 -1.55126 -0.04 0.04 -0.01 -0.11
C 2.00642 3.65350 -0.79084 -0.01 0.00 -0.01 -0.08
C 1.53801 3.96603 0.47771 -0.01 -0.01 0.00 -0.09
C 0.42423 3.31046 0.98096 0.00 0.01 -0.01 -0.07
C -0.20742 2.33575 0.22352 -0.05 0.02 -0.05 -0.11
C -2.21667 0.65172 -1.76411 0.01 -0.12 -0.06 -0.33
C -2.90268 -0.53849 -2.00122 -0.03 -0.03 0.15 -0.13
C -4.28499 -0.57329 -1.92363 -0.02 0.03 0.01 -0.08
C -4.99283 0.57645 -1.59713 0.01 -0.03 -0.02 -0.09
C -4.31397 1.76393 -1.36823 0.01 0.03 0.00 -0.09
C -2.92915 1.80644 -1.46310 -0.01 0.03 -0.06 -0.08
C 1.53789 -0.41198 1.38687 -0.08 0.04 0.06 -0.35
C 2.44421 0.34869 0.66179 0.07 -0.11 -0.04 -0.09
C 3.56372 0.87181 1.29075 0.01 -0.01 0.01 -0.06
C 3.77800 0.63169 2.63750 -0.01 0.00 0.00 -0.07
C 2.88379 -0.14847 3.36071 0.00 0.00 0.00 -0.08
C 1.77114 -0.67890 2.73515 -0.02 0.02 0.01 -0.11
C -1.35044 -0.73433 1.49159 -0.05 -0.06 -0.03 -0.33
C -1.36654 0.23481 2.49047 -0.03 0.00 0.01 -0.10
C -2.55648 0.54751 3.13250 -0.01 0.00 0.01 -0.08
C -3.73077 -0.10072 2.77644 0.00 0.00 0.01 -0.08
C -3.71648 -1.07558 1.78800 0.02 0.00 -0.01 -0.07
C -2.52803 -1.39905 1.15424 -0.01 0.03 -0.01 -0.09
H 1.72995 2.43204 -2.54146 0.01 0.00 0.01 0.07
H 2.87402 4.16328 -1.19009 0.00 0.00 0.00 0.10
H 2.04082 4.71792 1.07269 0.00 0.00 0.00 0.10
H 0.04952 3.54927 1.96884 0.00 0.00 0.00 0.10
H -1.07292 1.82895 0.62741 -0.02 0.01 -0.03 0.08
H -2.34840 -1.44294 -2.22504 0.00 0.05 0.05 0.00
H -4.80705 -1.50408 -2.10846 0.00 0.00 0.00 0.11
H -6.07320 0.54782 -1.52602 0.00 0.00 0.00 0.10
H -4.86161 2.66529 -1.12292 0.00 0.00 0.00 0.10
H -2.41218 2.74477 -1.31430 0.04 0.02 0.03 0.10
H 2.29781 0.48846 -0.40079 0.05 -0.05 0.07 0.09
H 4.28299 1.43943 0.71559 0.00 0.00 -0.01 0.11
H 4.66327 1.02391 3.12177 0.01 0.00 0.00 0.10
H 3.07434 -0.37091 4.40255 0.00 0.00 0.00 0.10
H 1.09591 -1.32478 3.28531 0.00 0.01 0.00 0.11
H -0.45317 0.75054 2.75889 0.00 -0.01 0.00 0.10
H -2.56494 1.30121 3.90978 0.00 0.00 0.00 0.10
H -4.65925 0.15105 3.27350 0.00 0.00 0.00 0.10
H -4.63010 -1.58383 1.50868 -0.01 0.00 0.00 0.11
H -2.50275 -2.16921 0.39204 0.00 -0.01 -0.02 0.10
Se 1.72806 -1.68736 -3.93357 0.02 0.08 -0.09 0.25
Se 0.35904 -2.45306 -5.64304 0.05 -0.08 -0.12 0.02
Se -1.64206 -2.75686 -4.52825 -0.01 0.06 0.01 -0.06
Se -0.87758 -3.94553 -2.68316 0.02 0.01 -0.03 0.03
F 5.06124 -3.61689 -1.92191 0.01 -0.02 -0.12 -0.54
Te 4.23787 -3.37431 -0.18434 -0.15 0.29 -0.51 1.90
F 5.06571 -1.70072 -0.26669 0.31 0.01 0.11 -0.44
F 3.94480 -2.79704 1.66440 -0.16 0.15 0.20 -0.55
F 1.77419 -4.36052 -1.70207 -0.06 0.12 -0.04 -0.68
F 5.89012 -4.05980 0.46364 0.20 -0.13 0.16 -0.51
O 2.82115 -2.01637 -1.28809 -0.56 -0.46 -0.04 -0.80
```
Forces are in eV/Å.

Results
* 2S+1: 2
* highest occupied orbital energy (alpha / beta): -5.14 / -5.08 eV
* net charge: -1
* energy above the lowest of the compared OMol25 structures with the same formula, charge and spin: 0.58 kcal per mole

3.
Computed, not measured: C25H20N2O2 in the gas phase in a non-equilibrium geometry, with ωB97M-V/def2-TZVPD.

The geometry in XYZ format:
```
49
Properties=species:S:1:pos:R:3:forces:R:3:lowdin_charge:R:1
C -5.89809 -3.71929 -0.26542 -0.19 0.62 -0.42 -0.07
O -5.67844 -2.34618 -0.66576 0.92 -0.52 0.21 -0.10
C -4.39295 -1.85274 -0.61372 0.50 0.47 0.29 -0.26
C -4.27030 -0.44899 -0.72213 0.56 -0.71 0.04 0.01
C -3.02455 0.17177 -0.58382 0.30 -0.03 0.85 -0.04
C -1.83996 -0.54305 -0.29356 -0.98 -0.34 -1.41 -0.16
C -0.44989 0.12952 -0.28729 1.48 -2.40 -2.75 -0.14
C 0.33943 -0.22023 0.99181 0.67 -0.51 -1.64 -0.18
C -0.10794 -1.07765 2.01500 -0.13 0.74 -0.62 -0.02
C 0.73635 -1.49627 3.02449 1.00 0.50 -0.19 0.02
C 2.06915 -1.07766 2.95997 -0.12 0.05 0.27 -0.21
C 2.57828 -0.32303 1.89201 -2.04 -0.57 0.96 -0.14
C 1.69659 0.09276 0.89890 1.08 -0.46 0.81 0.03
C 3.97402 -0.03247 2.20829 1.71 0.54 -0.10 -0.11
C 4.25550 -0.74444 3.53732 -0.22 -0.55 0.10 -0.12
O 2.99275 -1.33492 3.94787 -0.25 0.11 -0.51 -0.02
C -0.15239 1.60897 -0.91868 -2.39 1.41 0.88 -0.27
C -1.28230 1.99357 -1.85099 0.07 0.91 -0.76 -0.18
N -1.96095 2.44387 -2.68097 0.88 -0.88 1.28 0.20
C -0.35254 2.20973 0.37282 -0.39 4.50 1.01 -0.25
N -0.53968 2.92847 1.26860 0.25 -1.48 -0.72 0.23
C 1.12100 2.18156 -1.68937 0.01 -0.94 0.28 -0.15
C 2.07256 2.96834 -1.02927 0.23 -0.32 -0.24 -0.04
C 3.24112 3.35864 -1.70154 -0.22 0.19 -0.54 -0.07
C 3.43975 3.00869 -3.04978 0.21 -0.71 0.50 -0.08
C 2.47181 2.23604 -3.71261 -0.04 0.79 0.34 -0.07
C 1.28564 1.89745 -3.05733 0.48 -0.28 0.53 -0.03
C -1.97115 -1.97818 -0.25675 -0.12 0.60 0.23 -0.03
C -3.21705 -2.62485 -0.40122 -0.43 1.09 -0.14 -0.01
H -6.99092 -3.80002 -0.28874 0.34 -0.22 0.07 0.09
H -5.45994 -4.42517 -0.99095 -0.10 0.25 0.29 0.09
H -5.53076 -3.92353 0.75222 0.01 0.17 -0.33 0.10
H -5.14991 0.14731 -0.92032 -0.06 -0.04 0.09 0.12
H -2.97431 1.27450 -0.59230 -0.30 -0.84 -0.08 0.10
H 0.09109 -0.16373 -1.25325 -0.38 -2.12 1.58 0.17
H -1.12054 -1.45059 2.00563 -0.11 0.24 0.09 0.11
H 0.37221 -2.09453 3.83584 -0.02 -0.24 0.24 0.11
H 2.14288 0.57164 0.03302 -0.39 0.21 0.05 0.12
H 4.66324 -0.37223 1.44629 0.20 -0.12 -0.30 0.12
H 4.16841 1.02675 2.33237 -0.13 0.35 -0.12 0.12
H 4.59380 -0.06941 4.32917 -0.14 -0.09 -0.12 0.12
H 4.99580 -1.55371 3.43417 -0.30 0.23 0.04 0.12
H 1.92777 3.24182 0.01305 0.02 -0.08 -0.14 0.11
H 3.99784 3.97017 -1.19457 -0.41 -0.33 -0.13 0.11
H 4.40992 3.22025 -3.53425 -0.77 0.08 0.24 0.11
H 2.62363 1.96162 -4.75536 -0.11 0.02 0.25 0.11
H 0.51352 1.37038 -3.59908 -0.04 -0.12 0.01 0.11
H -1.11258 -2.63144 -0.01772 -0.37 0.60 -0.39 0.12
H -3.29689 -3.70948 -0.37208 0.21 0.24 0.13 0.10
```
Forces are in eV/Å.

Results
* highest occupied orbital energy: -8.21 eV
* energy above the lowest of the compared OMol25 structures with the same formula, charge and spin: 87.73 kcal per mole